No. 1
Below is a molecular structure, C37H55F3O7Zn in a non-equilibrium geometry, with properties calculated with wB97M-V/def2-TZVPD.

Each line ends with the Löwdin charge.
Cartesian coordinates (Å):
1 Zn 0.726 -4.001 1.353  0.993
2 C 2.584 -6.705 -1.089  -0.103
3 C 2.133 -5.238 -0.958  -0.440
4 O 2.167 -4.764 0.341  -0.348
5 H 2.846 -6.897 -2.134  0.068
6 H 1.859 -7.411 -0.691  0.063
7 H 3.552 -6.850 -0.598  0.069
8 H 1.148 -5.308 -1.450  0.087
9 H 2.778 -4.624 -1.599  0.100
10 C 0.200 -0.520 -0.312  -0.065
11 C 0.933 -0.876 0.981  -0.415
12 O 1.354 -2.190 1.058  -0.332
13 H 0.807 -0.795 -1.173  0.057
14 H 0.072 0.565 -0.255  0.053
15 H -0.764 -1.023 -0.308  0.038
16 H 0.266 -0.662 1.829  0.064
17 H 1.769 -0.175 1.116  0.105
18 F -0.288 7.729 0.970  0.057
19 C -0.004 6.421 0.803  -0.282
20 C -0.018 5.923 -0.488  -0.009
21 C 0.172 4.566 -0.685  -0.072
22 C 0.577 3.760 0.381  -0.099
23 C 0.587 4.302 1.654  -0.102
24 C 0.200 5.616 1.904  -0.010
25 H -0.267 6.542 -1.339  0.120
26 H 0.221 4.128 -1.675  0.100
27 H 0.880 2.732 0.233  0.081
28 H 0.732 3.680 2.531  0.095
29 H -0.007 6.012 2.889  0.119
30 F -5.503 2.543 -4.694  0.056
31 C -4.336 2.352 -4.042  -0.278
32 C -3.120 2.437 -4.688  -0.014
33 C -1.974 2.287 -3.916  -0.087
34 C -2.065 1.925 -2.573  -0.100
35 C -3.304 1.760 -1.966  -0.076
36 C -4.436 2.091 -2.688  -0.005
37 H -3.085 2.590 -5.758  0.119
38 H -0.983 2.299 -4.349  0.104
39 H -1.120 1.685 -2.100  0.081
40 H -3.339 1.393 -0.950  0.078
41 H -5.407 2.075 -2.208  0.123
42 F -1.840 -0.659 -5.981  0.050
43 C -1.845 -1.685 -5.100  -0.282
44 C -2.832 -2.641 -5.231  -0.005
45 C -2.756 -3.718 -4.358  -0.084
46 C -1.812 -3.769 -3.333  -0.112
47 C -0.878 -2.747 -3.204  -0.095
48 C -0.861 -1.724 -4.138  -0.010
49 H -3.573 -2.544 -6.010  0.120
50 H -3.561 -4.443 -4.354  0.107
51 H -1.926 -4.621 -2.676  0.103
52 H -0.139 -2.854 -2.420  0.090
53 H -0.102 -0.952 -4.141  0.114
54 C -3.272 -1.802 -0.969  -0.020
55 C -4.530 -2.177 -0.235  -0.485
56 O -5.595 -1.981 -0.769  0.074
57 C -4.474 -2.703 1.188  -0.008
58 H -2.892 -0.845 -0.606  0.063
59 H -3.426 -1.961 -2.030  0.081
60 H -2.410 -2.410 -0.663  0.061
61 H -4.929 -1.988 1.871  0.082
62 H -3.433 -2.918 1.430  0.062
63 H -5.041 -3.633 1.217  0.086
64 C 3.121 -1.688 -2.861  -0.018
65 C 3.801 -0.931 -1.739  -0.501
66 O 4.347 -1.515 -0.842  0.094
67 C 3.807 0.575 -1.745  -0.022
68 H 2.238 -2.191 -2.471  0.058
69 H 3.837 -2.365 -3.322  0.088
70 H 2.796 -1.001 -3.648  0.071
71 H 2.808 0.996 -1.887  0.074
72 H 4.427 0.979 -2.554  0.087
73 H 4.268 0.952 -0.837  0.052
74 C 0.903 -0.068 4.666  -0.020
75 C 2.382 -0.379 4.695  -0.495
76 O 2.854 -1.136 3.875  0.082
77 C 3.258 0.319 5.706  -0.018
78 H 0.397 -0.471 3.797  0.048
79 H 0.780 1.019 4.670  0.078
80 H 0.463 -0.491 5.574  0.091
81 H 3.572 -0.320 6.533  0.088
82 H 2.872 1.269 6.067  0.076
83 H 4.207 0.480 5.186  0.078
84 C 6.053 1.813 2.653  -0.020
85 C 4.699 1.600 2.004  -0.499
86 O 4.491 0.559 1.438  0.072
87 C 3.648 2.664 2.156  -0.013
88 H 6.685 2.230 1.863  0.090
89 H 6.482 0.890 3.031  0.083
90 H 6.026 2.547 3.461  0.074
91 H 3.026 2.712 1.259  0.060
92 H 3.995 3.687 2.288  0.086
93 H 2.961 2.359 2.949  0.080
94 C -2.697 1.142 2.310  -0.011
95 C -3.771 0.945 3.369  -0.501
96 O -4.930 1.037 3.061  0.078
97 C -3.280 0.902 4.799  -0.019
98 H -1.930 0.364 2.340  0.067
99 H -2.285 2.134 2.510  0.089
100 H -3.075 1.132 1.289  0.057
101 H -3.275 -0.142 5.122  0.088
102 H -4.056 1.424 5.361  0.086
103 H -2.328 1.371 5.030  0.071

Summary:
Electronic energy, eV: -110159.598
Multiplicity: 1

No. 2
Below is 7 unconnected molecules or ions with the total composition C37H55F6NO8 in a non-equilibrium geometry, with properties calculated with wB97M-V/def2-TZVPD.

Each line ends with the Löwdin charge.
Cartesian coordinates (Å):
1 O -6.755 -2.915 -0.944  0.074
2 C -5.956 -3.679 -0.367  -0.326
3 N -6.028 -5.160 -0.190  0.132
4 C -4.682 -5.652 0.224  -0.320
5 O -4.252 -6.831 0.102  0.045
6 C -3.794 -4.474 0.811  -0.016
7 C -2.467 -4.467 1.591  0.106
8 C -1.878 -3.055 1.958  0.014
9 C -0.500 -2.966 2.758  -0.362
10 F -0.604 -2.250 3.989  0.061
11 F -0.107 -4.297 3.123  0.049
12 F 0.534 -2.421 1.958  0.073
13 C -2.672 -1.788 1.507  -0.078
14 C -2.101 -0.305 1.816  -0.126
15 C -1.092 0.051 0.609  -0.091
16 C -1.978 0.378 -0.693  -0.137
17 F -2.633 1.653 -0.771  -0.018
18 C -2.176 -0.509 -1.780  -0.128
19 F -1.085 -1.172 -2.386  0.059
20 F -3.461 -0.843 -2.315  0.037
21 C -4.042 -1.856 0.747  0.066
22 C -4.628 -3.237 0.382  -0.013
23 H -6.243 -5.430 -1.174  0.153
24 H -1.961 -5.448 1.858  0.120
25 H -1.603 -0.362 2.841  0.112
26 H -2.999 0.398 1.869  0.122
27 H -0.489 -0.894 0.334  0.125
28 H -0.348 0.883 0.850  0.128
29 H -4.618 -0.932 0.420  0.122
30 C 0.600 3.305 -3.357  -0.168
31 C 2.057 2.930 -3.512  -0.172
32 C 2.284 2.039 -2.306  -0.199
33 O 1.034 1.393 -2.027  -0.148
34 C 0.004 2.029 -2.797  -0.205
35 H 0.127 3.623 -4.288  0.119
36 H 0.501 4.115 -2.628  0.101
37 H 2.196 2.354 -4.433  0.119
38 H 2.731 3.788 -3.541  0.101
39 H 2.561 2.627 -1.424  0.116
40 H 3.056 1.286 -2.479  0.116
41 H -0.287 1.341 -3.600  0.119
42 H -0.866 2.215 -2.166  0.095
43 C 3.554 7.426 -6.356  -0.178
44 C 5.011 7.051 -6.511  -0.175
45 C 5.237 6.161 -5.305  -0.198
46 O 3.987 5.515 -5.025  -0.153
47 C 2.957 6.150 -5.795  -0.207
48 H 3.081 7.745 -7.286  0.114
49 H 3.456 8.237 -5.626  0.116
50 H 5.149 6.474 -7.432  0.115
51 H 5.686 7.908 -6.541  0.111
52 H 5.515 6.749 -4.424  0.106
53 H 6.009 5.408 -5.479  0.119
54 H 2.666 5.463 -6.597  0.119
55 H 2.086 6.337 -5.162  0.112
56 C -4.633 -7.166 5.880  -0.174
57 C -4.190 -8.340 5.037  -0.176
58 C -3.598 -7.651 3.823  -0.201
59 O -3.070 -6.395 4.275  -0.158
60 C -3.540 -6.151 5.608  -0.202
61 H -4.741 -7.401 6.940  0.114
62 H -5.594 -6.787 5.514  0.116
63 H -3.412 -8.902 5.564  0.103
64 H -4.997 -9.030 4.784  0.118
65 H -4.366 -7.441 3.070  0.111
66 H -2.803 -8.236 3.355  0.119
67 H -2.694 -6.287 6.290  0.118
68 H -3.893 -5.121 5.690  0.117
69 C -2.349 -13.372 5.732  -0.180
70 C -3.536 -13.434 6.666  -0.180
71 C -3.358 -12.172 7.487  -0.204
72 O -2.710 -11.213 6.639  -0.155
73 C -2.237 -11.884 5.463  -0.208
74 H -2.474 -13.960 4.821  0.115
75 H -1.451 -13.727 6.248  0.116
76 H -4.465 -13.377 6.089  0.116
77 H -3.569 -14.338 7.276  0.114
78 H -2.709 -12.349 8.351  0.117
79 H -4.308 -11.766 7.842  0.117
80 H -2.877 -11.583 4.626  0.115
81 H -1.213 -11.572 5.249  0.119
82 C 9.406 9.441 -3.064  -0.180
83 C 9.336 8.459 -1.916  -0.180
84 C 7.868 8.079 -1.915  -0.203
85 O 7.414 8.176 -3.272  -0.155
86 C 8.417 8.847 -4.047  -0.208
87 H 10.407 9.556 -3.484  0.115
88 H 9.058 10.425 -2.733  0.116
89 H 9.949 7.581 -2.141  0.116
90 H 9.670 8.873 -0.963  0.114
91 H 7.277 8.777 -1.313  0.118
92 H 7.698 7.067 -1.542  0.119
93 H 8.897 8.102 -4.691  0.118
94 H 7.947 9.603 -4.680  0.116
95 C -1.575 7.388 -0.252  -0.180
96 C -0.750 8.279 -1.153  -0.180
97 C -0.081 7.270 -2.066  -0.208
98 O -0.981 6.160 -2.189  -0.156
99 C -2.017 6.296 -1.207  -0.200
100 H -2.413 7.900 0.225  0.114
101 H -0.941 6.964 0.533  0.116
102 H -1.410 8.930 -1.736  0.116
103 H -0.037 8.907 -0.617  0.114
104 H 0.853 6.898 -1.631  0.118
105 H 0.135 7.679 -3.056  0.115
106 H -2.939 6.575 -1.729  0.118
107 H -2.177 5.339 -0.706  0.117

Summary:
SMILES string: O=C1NC(=O)c2cc(C(F)(F)F)c(CCC(F)=C(F)F)cc21.C1CCOC1.C1CCOC1.C1CCOC1.C1CCOC1.C1CCOC1.C1CCOC1
Electronic energy, eV: -73426.351
Multiplicity: 1

No. 3
Below is a molecular structure, C37H56NO2P2PtS in a non-equilibrium geometry, with properties calculated with wB97M-V/def2-TZVPD.

Each line ends with the Löwdin charge.
Cartesian coordinates (Å):
1 Pt -0.160 -0.639 0.042  0.719
2 C 1.574 -2.682 -2.245  -0.113
3 C 0.822 -1.758 -3.209  -0.502
4 C 1.714 -1.419 -4.403  -0.092
5 P 0.209 -0.306 -2.236  0.984
6 C -1.174 0.502 -3.156  -0.499
7 C -0.941 1.000 -4.581  -0.087
8 C -1.762 1.623 -2.297  -0.109
9 C 1.647 0.772 -2.135  -0.290
10 C 2.129 1.572 -3.173  -0.048
11 C 3.282 2.325 -3.045  -0.271
12 C 3.837 3.122 -4.197  -0.044
13 C 3.926 2.294 -1.808  -0.022
14 C 3.478 1.492 -0.777  -0.037
15 C 2.343 0.677 -0.931  -0.332
16 N 1.849 -0.133 0.088  -0.119
17 C 2.616 -0.595 1.152  -0.304
18 C 4.000 -0.800 1.064  -0.021
19 C 4.736 -1.170 2.174  -0.020
20 C 4.138 -1.384 3.415  -0.268
21 C 4.938 -1.752 4.638  -0.045
22 C 2.757 -1.292 3.469  -0.050
23 C 2.001 -0.927 2.357  -0.325
24 P 0.211 -0.936 2.338  0.968
25 C -0.327 0.267 3.644  -0.506
26 C 0.624 1.468 3.650  -0.099
27 C -0.466 -0.306 5.054  -0.095
28 C -0.169 -2.627 2.972  -0.524
29 C -1.680 -2.847 3.027  -0.106
30 C 0.489 -3.667 2.060  -0.098
31 H 1.935 -3.562 -2.780  0.087
32 H 0.924 -3.016 -1.437  0.042
33 H 2.436 -2.172 -1.808  0.075
34 H -0.079 -2.269 -3.551  0.097
35 H 2.635 -0.928 -4.086  0.079
36 H 1.224 -0.784 -5.138  0.056
37 H 1.983 -2.351 -4.902  0.088
38 H -1.894 -0.323 -3.194  0.087
39 H -0.333 1.903 -4.592  0.069
40 H -1.907 1.254 -5.022  0.089
41 H -0.478 0.252 -5.221  0.062
42 H -1.100 2.494 -2.301  0.082
43 H -1.902 1.312 -1.263  0.025
44 H -2.733 1.930 -2.691  0.091
45 H 1.602 1.603 -4.116  0.093
46 H 3.111 3.211 -5.005  0.076
47 H 4.726 2.637 -4.604  0.086
48 H 4.131 4.125 -3.885  0.081
49 H 4.797 2.919 -1.646  0.122
50 H 3.981 1.516 0.180  0.113
51 H 4.489 -0.688 0.106  0.115
52 H 5.807 -1.304 2.072  0.119
53 H 6.007 -1.659 4.452  0.077
54 H 4.737 -2.781 4.943  0.084
55 H 4.681 -1.109 5.481  0.081
56 H 2.261 -1.533 4.405  0.111
57 H -1.308 0.612 3.299  0.095
58 H 1.578 1.198 4.104  0.081
59 H 0.184 2.281 4.230  0.092
60 H 0.823 1.829 2.642  0.050
61 H 0.500 -0.622 5.452  0.074
62 H -1.153 -1.147 5.111  0.058
63 H -0.849 0.476 5.713  0.090
64 H 0.249 -2.716 3.976  0.108
65 H -2.097 -2.807 2.026  0.007
66 H -2.196 -2.099 3.629  0.070
67 H -1.904 -3.830 3.445  0.097
68 H 0.170 -3.530 1.023  0.046
69 H 0.205 -4.672 2.379  0.089
70 H 1.576 -3.597 2.084  0.079
71 C -6.599 1.924 -0.848  -0.037
72 C -5.463 0.939 -0.801  -0.254
73 C -5.313 -0.029 -1.794  -0.018
74 C -4.302 -0.974 -1.721  -0.064
75 C -3.426 -0.941 -0.647  -0.407
76 C -3.524 0.039 0.330  -0.100
77 C -4.548 0.969 0.250  -0.023
78 S -2.112 -2.151 -0.563  0.799
79 C -3.114 -3.540 -0.004  -0.181
80 O -1.751 -2.515 -1.955  -0.507
81 H -6.987 2.036 -1.859  0.081
82 H -6.288 2.902 -0.482  0.082
83 H -7.417 1.581 -0.211  0.092
84 H -5.990 -0.045 -2.639  0.121
85 H -4.180 -1.725 -2.493  0.121
86 H -2.795 0.087 1.132  0.082
87 H -4.640 1.735 1.010  0.120
88 H -3.764 -3.748 -0.852  0.075
89 H -3.679 -3.263 0.883  0.066
90 H -2.453 -4.382 0.198  0.071
91 C -1.675 4.198 0.953  0.001
92 C -0.649 3.112 0.763  -0.487
93 C 0.730 3.544 0.349  0.003
94 O -0.936 1.941 0.916  -0.025
95 H -1.254 5.049 1.488  0.087
96 H -2.542 3.813 1.486  0.081
97 H -1.995 4.549 -0.032  0.096
98 H 1.060 4.402 0.935  0.095
99 H 0.711 3.845 -0.703  0.100
100 H 1.434 2.722 0.452  0.062

Summary:
Electronic energy, eV: -77519.695
Charge: +1
Multiplicity: 1

No. 4
Below is a molecular structure, C37H57BCaF4N12S3, with properties calculated with wB97M-V/def2-TZVPD.

Each line ends with the Löwdin charge.
Cartesian coordinates (Å):
1 Ca 0.618 0.611 0.059  0.967
2 C 2.986 -1.183 1.456  -0.096
3 N 2.869 0.263 1.261  -0.350
4 C 2.979 0.944 2.545  -0.118
5 C 3.893 0.765 0.335  -0.208
6 C 3.696 0.318 -1.104  -0.250
7 N 2.381 0.728 -1.559  -0.092
8 C 2.162 0.893 -2.872  -0.235
9 C 0.913 1.439 -3.253  -0.180
10 F 0.064 1.743 -2.230  -0.029
11 C 0.526 1.695 -4.540  -0.237
12 F -0.680 2.255 -4.757  0.075
13 C 1.358 1.408 -5.610  0.045
14 C 2.579 0.848 -5.286  -0.227
15 F 3.423 0.513 -6.278  0.082
16 C 2.979 0.595 -3.989  -0.161
17 F 4.175 -0.026 -3.820  0.052
18 H 3.984 -1.461 1.826  0.098
19 H 2.804 -1.703 0.514  0.052
20 H 2.237 -1.507 2.181  0.063
21 H 3.946 0.743 3.030  0.098
22 H 2.178 0.600 3.199  0.043
23 H 2.873 2.020 2.406  0.068
24 H 4.894 0.460 0.680  0.126
25 H 3.842 1.856 0.362  0.120
26 H 3.848 -0.768 -1.183  0.091
27 H 4.511 0.777 -1.672  0.118
28 H 1.067 1.598 -6.630  0.126
29 C -1.230 0.596 6.799  -0.036
30 C -0.292 0.687 5.589  -0.539
31 C 0.856 1.655 5.878  -0.018
32 C 0.264 -0.712 5.350  -0.085
33 N -1.079 1.246 4.447  0.013
34 C -1.776 2.432 4.639  -0.054
35 C -2.437 2.699 3.506  -0.062
36 N -2.154 1.700 2.598  0.013
37 B -2.847 1.735 1.213  -0.590
38 N -3.393 0.330 0.827  0.036
39 C -4.483 -0.110 1.554  -0.051
40 C -4.742 -1.378 1.204  -0.039
41 N -3.811 -1.739 0.241  0.008
42 C -2.977 -0.679 0.026  -0.691
43 S -1.732 -0.581 -1.140  0.631
44 C -3.622 -3.147 -0.226  -0.536
45 C -4.821 -3.985 0.217  -0.057
46 C -2.362 -3.689 0.449  -0.030
47 C -3.552 -3.217 -1.752  -0.055
48 N -2.052 2.456 0.074  0.026
49 C -2.745 2.732 -1.091  -0.069
50 C -2.122 3.735 -1.722  -0.039
51 N -1.033 4.111 -0.945  0.006
52 C -0.977 3.282 0.133  -0.682
53 S 0.302 3.130 1.274  0.631
54 C -0.122 5.226 -1.357  -0.532
55 C 0.990 4.658 -2.236  -0.012
56 C 0.476 5.961 -0.159  -0.076
57 C -0.950 6.247 -2.145  -0.045
58 C -1.291 0.826 3.166  -0.669
59 S -0.635 -0.537 2.363  0.622
60 H -0.680 0.186 7.645  0.089
61 H -2.069 -0.066 6.578  0.096
62 H -1.625 1.565 7.102  0.072
63 H 1.464 1.269 6.696  0.093
64 H 0.487 2.641 6.164  0.082
65 H 1.488 1.775 4.998  0.075
66 H 0.729 -1.034 6.284  0.090
67 H 1.009 -0.740 4.563  0.035
68 H -0.523 -1.418 5.092  0.071
69 H -1.743 2.977 5.563  0.115
70 H -3.090 3.514 3.254  0.123
71 H -3.831 2.414 1.392  0.124
72 H -4.985 0.535 2.252  0.123
73 H -5.517 -2.038 1.538  0.109
74 H -4.905 -4.044 1.302  0.080
75 H -4.673 -4.998 -0.155  0.092
76 H -5.756 -3.608 -0.201  0.093
77 H -2.533 -3.797 1.522  0.091
78 H -1.536 -2.998 0.313  0.026
79 H -2.089 -4.657 0.027  0.094
80 H -4.413 -2.708 -2.190  0.093
81 H -3.578 -4.264 -2.057  0.088
82 H -2.650 -2.758 -2.141  0.009
83 H -3.624 2.176 -1.364  0.130
84 H -2.341 4.191 -2.667  0.119
85 H 1.600 3.949 -1.673  0.084
86 H 1.631 5.469 -2.585  0.096
87 H 0.576 4.148 -3.106  0.078
88 H 1.214 5.367 0.366  0.022
89 H -0.298 6.256 0.552  0.091
90 H 0.956 6.865 -0.538  0.086
91 H -1.291 5.869 -3.107  0.076
92 H -0.322 7.114 -2.346  0.088
93 H -1.815 6.575 -1.566  0.097
94 C 3.100 -3.650 -1.432  -0.188
95 N 1.923 -2.776 -1.491  -0.090
96 C 1.703 -2.412 -2.898  -0.163
97 N 1.502 -3.590 -3.746  -0.077
98 C 2.689 -4.438 -3.629  -0.171
99 N 2.940 -4.857 -2.245  -0.086
100 C 1.753 -5.573 -1.767  -0.178
101 N 0.540 -4.755 -1.838  -0.080
102 C 0.757 -3.544 -1.043  -0.200
103 C 0.353 -4.337 -3.233  -0.170
104 H 3.272 -3.945 -0.392  0.123
105 H 3.971 -3.095 -1.789  0.123
106 H 2.572 -1.863 -3.260  0.112
107 H 0.823 -1.766 -2.965  0.123
108 H 3.557 -3.885 -3.994  0.127
109 H 2.555 -5.328 -4.248  0.123
110 H 1.916 -5.875 -0.730  0.123
111 H 1.614 -6.469 -2.375  0.123
112 H 0.894 -3.824 0.006  0.130
113 H -0.121 -2.905 -1.133  0.056
114 H -0.536 -3.706 -3.295  0.120
115 H 0.200 -5.224 -3.852  0.124

Summary:
Relative energy (zero: lowest compared OMol25 entry of this formula, charge and spin), kcal per mole: 0.0
Multiplicity: 1